No. 1
# C23H83O26P3

A 17-piece molecular cluster, C23H83O26P3 overall in a non-equilibrium geometry (ωB97M-V/def2-TZVPD, OMol25).

Last column: Mulliken charge in e.
Positions of all 135 atoms, in Å:
1 C -1.9112 -8.3091 -3.2932  -0.49
2 O -2.0320 -7.3866 -2.1983  -0.49
3 H -2.5421 -7.9263 -4.0954  0.21
4 H -0.8605 -8.3483 -3.5807  0.21
5 H -2.2353 -9.3157 -3.0288  0.28
6 H -1.4813 -7.5724 -1.4343  0.28
7 C 5.4580 -4.6485 -1.1981  -0.54
8 O 4.0875 -4.6148 -0.9066  -0.43
9 H 5.6923 -3.8581 -1.9113  0.27
10 H 6.0264 -4.5395 -0.2744  0.18
11 H 5.7003 -5.6151 -1.6397  0.27
12 H 3.5831 -4.7878 -1.7049  0.25
13 C -3.1636 -1.9790 -5.3239  -0.44
14 O -2.5285 -2.2263 -6.5457  -0.50
15 H -2.4214 -1.5610 -4.6438  0.12
16 H -4.0644 -1.3681 -5.3841  0.35
17 H -3.4567 -2.9390 -4.8989  0.17
18 H -2.9809 -1.6624 -7.1773  0.31
19 C -6.7857 4.3432 -1.6975  -0.63
20 O -5.5509 3.6568 -1.8159  -0.42
21 H -6.9433 4.6282 -0.6573  0.26
22 H -6.7728 5.2628 -2.2826  0.31
23 H -7.6155 3.7571 -2.0924  0.22
24 H -4.9071 4.3682 -1.7838  0.26
25 C -6.9072 -0.1817 -0.2455  -0.60
26 O -6.3078 -0.3650 -1.4743  -0.47
27 H -7.8552 -0.7190 -0.2175  0.26
28 H -6.2456 -0.5834 0.5219  0.22
29 H -7.1905 0.8229 0.0685  0.27
30 H -6.0348 0.4858 -1.8255  0.31
31 C -7.9191 2.2667 4.3512  -0.56
32 O -8.4773 3.3199 3.6943  -0.49
33 H -8.6505 1.4606 4.4095  0.30
34 H -7.0246 1.8389 3.8985  0.19
35 H -7.7441 2.6114 5.3703  0.24
36 H -9.3464 3.0475 3.3907  0.32
37 C 1.0328 -4.8026 -4.8670  -0.43
38 O 2.2003 -5.5170 -4.4048  -0.50
39 H 0.2653 -5.5194 -5.1591  0.25
40 H 0.6665 -4.1799 -4.0508  0.14
41 H 1.3286 -4.2382 -5.7513  0.26
42 H 2.1947 -6.3853 -4.8142  0.28
43 C 4.2274 5.3165 -3.4333  -0.48
44 O 3.7948 4.9595 -4.7921  -0.50
45 H 4.9609 4.5248 -3.2807  0.23
46 H 4.6431 6.3240 -3.4270  0.24
47 H 3.4754 5.3071 -2.6443  0.20
48 H 3.2056 4.2094 -4.6840  0.30
49 C 3.6256 -2.7179 3.4585  -0.47
50 O 3.7973 -4.0505 3.0261  -0.50
51 H 3.9598 -2.6659 4.4947  0.27
52 H 4.3505 -2.0199 3.0396  0.19
53 H 2.5828 -2.4212 3.3461  0.21
54 H 3.7140 -4.0464 2.0697  0.29
55 C -0.7875 5.1952 -2.4788  -0.57
56 O -1.8689 5.2869 -1.5822  -0.42
57 H -1.0739 4.7592 -3.4359  0.26
58 H -0.3262 6.1667 -2.6563  0.28
59 H -0.0177 4.5700 -2.0264  0.21
60 H -1.4618 5.6974 -0.8158  0.25
61 C -6.1593 -4.9528 -1.4747  -0.53
62 O -5.9530 -6.3539 -1.2539  -0.50
63 H -5.3917 -4.3600 -0.9771  0.19
64 H -6.0565 -4.6163 -2.5064  0.27
65 H -7.1041 -4.5626 -1.0964  0.26
66 H -5.0129 -6.3574 -1.4486  0.30
67 C 1.1616 0.4950 -5.9072  -0.53
68 O 1.4649 1.4028 -4.8857  -0.45
69 H 2.0795 0.4555 -6.4936  0.25
70 H 1.0135 -0.5313 -5.5712  0.18
71 H 0.3369 0.7256 -6.5815  0.25
72 H 1.0397 1.1701 -4.0571  0.31
73 C -2.6046 -2.1056 5.1783  -0.49
74 O -4.0760 -1.9999 5.0580  -0.51
75 H -2.1690 -2.8698 4.5347  0.22
76 H -2.1494 -1.1337 4.9878  0.19
77 H -2.3831 -2.3156 6.2247  0.29
78 H -4.4653 -2.8072 5.4021  0.29
79 C 0.4616 -7.5508 2.5125  -0.41
80 O -0.3195 -8.3938 1.6959  -0.50
81 H 1.4494 -7.4593 2.0608  0.22
82 H -0.0425 -6.5851 2.5500  0.15
83 H 0.5084 -8.0361 3.4874  0.27
84 H 0.0525 -9.2759 1.7677  0.29
85 C -2.2838 9.4754 1.3831  -0.65
86 O -1.5992 9.1557 2.5984  -0.36
87 P -1.7260 7.6956 3.2210  0.94
88 O -1.3133 6.6662 2.2741  -0.50
89 O -0.7756 7.7664 4.5626  -0.40
90 C -0.5326 6.5809 5.2582  -0.67
91 O -3.2411 7.5461 3.8351  -0.29
92 C -3.8819 6.2678 3.9840  -0.43
93 H -2.7537 10.4589 1.3916  0.27
94 H -2.9967 8.7130 1.0692  0.30
95 H -1.6000 9.4697 0.5344  0.28
96 H -0.8812 5.6788 4.7553  0.25
97 H -0.7761 6.5112 6.3184  0.30
98 H 0.5458 6.4396 5.3304  0.28
99 H -3.0604 5.5650 4.1233  0.19
100 H -4.5011 5.9987 3.1283  0.23
101 H -4.5432 6.1916 4.8471  0.25
102 C 2.8723 -0.2190 -0.7399  -0.62
103 O 1.9236 0.1172 0.2543  -0.27
104 P 0.3334 -0.0031 0.0949  0.99
105 O -0.2076 0.1283 -1.2725  -0.63
106 O 0.0004 -1.4565 0.7494  -0.20
107 C -0.9162 -2.3848 0.1323  -0.73
108 O -0.2728 1.0862 1.1120  -0.41
109 C -1.7109 1.2544 1.2516  -0.66
110 H 2.5098 -0.9225 -1.4894  0.31
111 H 3.6705 -0.6420 -0.1300  0.24
112 H 3.2437 0.6814 -1.2292  0.26
113 H -1.5905 -2.7142 0.9228  0.25
114 H -0.4561 -3.2568 -0.3324  0.30
115 H -1.5184 -1.9597 -0.6706  0.31
116 H -2.2578 0.6606 0.5191  0.29
117 H -1.9940 2.2910 1.0691  0.28
118 H -2.0410 1.0894 2.2772  0.28
119 C 9.8246 -2.3681 1.9762  -0.67
120 O 10.2506 -1.0047 1.7013  -0.36
121 P 9.2163 0.0012 1.0285  0.97
122 O 8.6784 -0.4188 -0.3041  -0.67
123 O 8.0940 0.1755 2.1648  -0.14
124 C 8.3634 0.6579 3.4662  -0.74
125 O 10.0776 1.3557 1.0835  -0.31
126 C 9.7360 2.3450 0.0703  -0.68
127 H 8.7665 -2.5140 1.7585  0.28
128 H 9.9218 -2.5755 3.0419  0.27
129 H 10.3300 -3.1305 1.3835  0.30
130 H 9.1770 1.3828 3.4923  0.32
131 H 8.5237 -0.1417 4.1894  0.27
132 H 7.5947 1.3532 3.8036  0.30
133 H 10.3514 3.2316 0.2236  0.26
134 H 8.6885 2.6394 0.0063  0.31
135 H 9.9761 1.9834 -0.9296  0.30

* spin multiplicity: 1
* net charge: 0
* frontier orbital gap: 10.30 eV

=====

No. 2
# C51H50As2BrN3O12PRuS2

C51H50As2BrN3O12PRuS2 as an isolated structure in a non-equilibrium geometry (ωB97M-V/def2-TZVPD, OMol25).

Last column: Mulliken charge in e.
Positions of all 123 atoms, in Å:
1 Ru -0.1609 -0.4058 -0.4814  1.24
2 C -3.9677 -2.1774 -0.8125  -1.63
3 C -3.5743 -3.3654 -1.6613  0.79
4 C -4.5352 -4.3453 -1.9327  -0.62
5 C -4.2394 -5.4564 -2.7005  -0.81
6 C -2.9627 -5.6131 -3.2340  -0.77
7 C -1.9986 -4.6562 -2.9800  -0.49
8 C -2.2894 -3.5377 -2.1900  1.14
9 P -0.9232 -2.3664 -1.8545  2.32
10 C 0.0297 -2.2750 -3.4248  -0.31
11 C 1.4138 -2.1499 -3.3373  0.08
12 C 2.1800 -1.8526 -4.4545  -0.27
13 C 1.5710 -1.7141 -5.6897  -1.14
14 C 0.1933 -1.8241 -5.7853  -0.54
15 C -0.6014 -2.0717 -4.6702  1.08
16 C -2.1044 -2.0709 -4.8608  -1.69
17 C 0.1173 -3.3874 -0.7508  -0.50
18 C 0.8929 -4.4851 -1.1276  -0.38
19 C 1.7313 -5.0900 -0.2101  -0.80
20 C 1.8553 -4.5531 1.0719  -0.56
21 C 1.0820 -3.4688 1.4409  -0.33
22 C 0.1613 -2.9186 0.5502  1.79
23 C -0.7950 -1.8826 0.9594  -2.55
24 H -4.9911 -1.8684 -1.0284  0.70
25 H -3.3213 -1.3204 -0.9793  -0.49
26 H -3.9230 -2.4327 0.2514  0.45
27 H -5.5359 -4.2182 -1.5334  0.47
28 H -5.0030 -6.2012 -2.8929  0.40
29 H -2.7274 -6.4709 -3.8537  0.45
30 H -1.0106 -4.7635 -3.4147  0.23
31 H 1.9010 -2.2400 -2.3783  -0.41
32 H 3.2397 -1.6753 -4.3403  0.07
33 H 2.1615 -1.5009 -6.5739  0.43
34 H -0.2907 -1.6754 -6.7465  0.46
35 H -2.3595 -1.5881 -5.8058  0.49
36 H -2.6200 -1.5390 -4.0572  0.15
37 H -2.5098 -3.0824 -4.8907  0.44
38 H 0.8639 -4.8486 -2.1487  0.36
39 H 2.3107 -5.9627 -0.4866  0.48
40 H 2.5523 -4.9959 1.7745  0.38
41 H 1.1291 -3.0729 2.4485  0.45
42 H -0.7463 -1.5411 1.9828  0.77
43 H -1.7969 -1.9434 0.5658  0.05
44 Br 0.3118 0.5099 3.3574  -0.03
45 C 0.3683 1.6581 1.8497  -0.73
46 C -0.0632 2.9551 1.9995  -0.59
47 C 0.0787 3.8107 0.9190  -0.97
48 C 0.6909 3.3595 -0.2337  -0.57
49 C 1.0713 2.0404 -0.2892  1.34
50 N 0.8787 1.1656 0.7201  0.87
51 C 1.8397 1.4595 -1.4407  -0.74
52 O 2.5577 2.1963 -2.0893  -0.78
53 O 1.6928 0.1744 -1.5686  0.13
54 H -0.4963 3.2799 2.9342  0.59
55 H -0.2682 4.8341 0.9920  0.48
56 H 0.8837 4.0011 -1.0836  0.61
57 O -5.4764 1.5589 -0.8513  -0.72
58 C -5.2487 1.4353 0.4659  0.55
59 C -6.3082 1.7123 1.3315  -0.71
60 C -6.1467 1.5974 2.6970  -0.36
61 C -4.9265 1.1853 3.2374  -1.08
62 C -3.8726 0.9178 2.3835  -0.59
63 C -4.0061 1.0471 0.9988  0.18
64 C -2.8116 0.7981 0.1504  0.27
65 O -1.7005 0.4910 0.7349  0.61
66 N -2.9512 0.9381 -1.1343  -1.03
67 N -1.7090 0.8051 -1.7512  0.67
68 C -1.6713 1.1726 -2.9714  -0.73
69 S -3.1108 1.7163 -3.8257  -0.10
70 C -2.1906 2.4204 -5.2149  -0.68
71 C -0.9617 1.5644 -5.4545  -0.41
72 S -0.1704 1.2449 -3.8727  0.16
73 H -4.6147 1.3799 -1.3092  0.64
74 H -7.2519 2.0248 0.8987  0.45
75 H -6.9733 1.8418 3.3550  0.37
76 H -4.8048 1.0788 4.3080  0.44
77 H -2.9114 0.5988 2.7691  0.39
78 H -1.9221 3.4445 -4.9689  0.31
79 H -2.8539 2.4152 -6.0797  0.43
80 H -0.2319 2.0703 -6.0868  0.55
81 H -1.2319 0.6065 -5.9019  -0.02
82 C 4.4732 -4.2667 -1.9610  -0.56
83 O 4.8392 -4.4602 -0.5890  -0.40
84 C 5.0264 -3.4434 0.2869  -0.75
85 O 5.3128 -3.7148 1.4157  -0.62
86 C 4.7952 -2.0181 -0.1824  -0.35
87 C 5.5773 -1.4712 -1.1117  1.24
88 As 5.4129 0.3838 -1.7873  0.85
89 C 7.3658 0.6944 -1.7525  -1.42
90 C 5.0205 1.2048 -0.0373  0.66
91 C 4.2957 0.6550 0.9339  -0.42
92 As 3.3370 -1.0729 0.7837  1.95
93 C 3.7180 -1.6769 2.6080  -1.92
94 C 4.0487 1.4239 2.2217  -0.48
95 O 3.1531 2.2073 2.3789  -0.52
96 O 4.9206 1.0495 3.1647  -0.22
97 C 4.7896 1.6718 4.4544  -0.87
98 C 5.5771 2.5999 0.1634  0.00
99 O 5.7223 3.1554 1.2184  -0.61
100 O 5.8908 3.1681 -1.0105  -0.23
101 C 6.4501 4.4883 -0.9253  -0.88
102 C 6.8228 -2.2353 -1.5328  -0.15
103 O 7.5946 -2.6635 -0.7278  -0.56
104 O 7.0867 -2.4337 -2.8469  -0.38
105 C 6.2452 -1.8976 -3.8713  0.17
106 H 3.8604 -5.1192 -2.2362  0.34
107 H 5.3652 -4.2564 -2.5814  0.44
108 H 3.8999 -3.3571 -2.1104  0.11
109 H 7.8832 -0.0824 -2.3161  0.54
110 H 7.7381 0.6757 -0.7285  0.43
111 H 7.5877 1.6563 -2.2039  0.36
112 H 4.7526 -1.5129 2.8849  0.51
113 H 3.4934 -2.7351 2.6804  0.63
114 H 3.0507 -1.1191 3.2685  0.34
115 H 4.3472 0.9548 5.1428  0.27
116 H 4.1665 2.5556 4.3906  0.39
117 H 5.7912 1.9336 4.7783  0.27
118 H 6.8934 4.6878 -1.8943  0.25
119 H 7.1989 4.5356 -0.1414  0.37
120 H 5.6655 5.2114 -0.7149  0.30
121 H 6.2848 -2.5944 -4.7030  0.34
122 H 6.6175 -0.9300 -4.1984  0.39
123 H 5.2189 -1.7944 -3.5370  -0.37

* spin multiplicity: 2
* net charge: 0
* frontier orbital gap (alpha / beta): 7.15 / 7.56 eV

=====

No. 3
# C22H38F3NO4

A 2-piece molecular cluster, C22H38F3NO4 overall in a non-equilibrium geometry (ωB97M-V/def2-TZVPD, OMol25).

Last column: Mulliken charge in e.
Positions of all 68 atoms, in Å:
1 C 5.6185 -1.0381 1.9955  -1.57
2 C 4.2908 -0.6087 1.2598  1.85
3 C 4.2372 -1.4944 -0.0755  -1.64
4 C 3.0677 -1.0803 2.1306  -1.41
5 C 4.2392 0.8948 0.7800  -1.55
6 C 3.7965 1.9636 1.8429  2.30
7 C 4.4932 1.8458 3.2533  -2.13
8 C 4.2539 3.3876 1.2548  -1.65
9 C 2.2442 2.0859 2.0513  0.06
10 C 1.6682 2.4910 3.3386  -0.16
11 C 0.2132 2.5744 3.5701  -1.03
12 C -0.6529 2.2264 2.4620  0.28
13 O -2.0715 2.2322 2.5886  -0.45
14 C -2.3975 0.8909 3.0462  -0.52
15 C -3.8452 0.4277 2.5788  -0.22
16 O -4.3911 1.2955 1.5878  -0.42
17 C -3.8341 1.0325 0.3087  -0.15
18 C -4.7165 0.0469 -0.5633  -0.48
19 N -4.2706 -1.3891 -0.4299  -0.09
20 C -0.1424 1.8363 1.1389  -0.51
21 C 1.3046 1.7757 0.9796  -0.22
22 H 6.4791 -1.0985 1.2694  0.34
23 H 5.8606 -0.4588 2.9170  0.33
24 H 5.4597 -2.1048 2.3351  0.40
25 H 3.1716 -1.5037 -0.4168  0.40
26 H 4.8343 -1.0153 -0.9044  0.36
27 H 4.6215 -2.5230 0.1591  0.39
28 H 3.1155 -2.1630 2.4264  0.43
29 H 2.1385 -0.9887 1.4913  0.28
30 H 2.8759 -0.4397 3.0278  0.23
31 H 3.6216 0.9118 -0.1611  0.42
32 H 5.2871 1.1605 0.4483  0.34
33 H 5.5853 1.6438 3.0859  0.39
34 H 4.0148 1.1108 3.9413  0.30
35 H 4.4573 2.8755 3.7133  0.55
36 H 3.9353 4.2265 1.9253  0.39
37 H 3.7967 3.4698 0.2335  0.37
38 H 5.3613 3.3192 1.1120  0.44
39 H 2.2948 2.7609 4.2231  0.26
40 H -0.1771 2.8897 4.5633  0.41
41 H -2.2663 0.8231 4.1626  0.42
42 H -1.6569 0.1600 2.6108  0.30
43 H -4.4978 0.3653 3.4940  0.36
44 H -3.7709 -0.6395 2.2056  0.07
45 H -2.7962 0.5875 0.3544  0.02
46 H -3.7344 1.9750 -0.2919  0.37
47 H -4.6099 0.3518 -1.6369  0.22
48 H -5.7985 0.1769 -0.3000  0.30
49 H -3.3768 -1.4687 0.0673  0.38
50 H -4.1303 -1.8086 -1.3783  0.29
51 H -4.9731 -1.9020 0.1114  0.40
52 H -0.8226 1.5944 0.2887  0.37
53 H 1.6719 1.4706 -0.0298  0.25
54 C -2.3315 -3.3479 -6.4442  -1.03
55 C -1.8213 -2.6204 -5.2107  -0.26
56 O -2.4895 -1.4004 -4.9394  -0.41
57 C -3.7784 -1.4351 -4.2835  0.31
58 O -3.7450 -2.1644 -3.1802  -1.10
59 C -4.9524 -1.8265 -5.2393  0.68
60 F -4.7688 -1.3092 -6.4797  -0.28
61 F -6.1259 -1.3087 -4.8000  -0.30
62 F -5.1484 -3.1468 -5.4005  -0.26
63 H -2.5490 -2.6491 -7.2532  0.23
64 H -1.5905 -4.0739 -6.7895  0.41
65 H -3.2403 -3.9057 -6.2279  0.22
66 H -0.7824 -2.3364 -5.4061  0.31
67 H -1.7932 -3.2803 -4.3388  0.25
68 H -3.9605 -0.3506 -4.1535  0.14

* spin multiplicity: 1
* net charge: 0
* frontier orbital gap: 7.46 eV

=====

No. 4
# C4H11NO2

A 3-piece molecular cluster, C4H11NO2 overall in a non-equilibrium geometry (ωB97M-V/def2-TZVPD, OMol25).

Last column: Mulliken charge in e.
Positions of all 18 atoms, in Å:
1 C 1.0550 -1.3026 1.7399  -0.86
2 N -0.0096 -0.3327 1.4702  -0.03
3 C 0.3732 0.7974 0.7050  -0.28
4 C 0.5721 0.5522 -0.7722  -0.38
5 C -0.5977 1.4930 -0.2307  -0.04
6 O -0.5744 2.7726 -0.2189  -0.35
7 H 1.8862 -0.8492 2.2827  0.36
8 H 1.5122 -1.6403 0.8052  0.34
9 H 0.7292 -2.1863 2.2769  0.35
10 H -2.3517 1.8791 -3.1259  0.18
11 H 1.0918 1.4061 1.2386  0.51
12 H -1.9038 2.2208 -2.6504  -0.18
13 H 1.5949 0.8076 -1.0311  0.31
14 H 0.1909 -0.3245 -1.2818  0.28
15 H -1.5298 0.9200 -0.2538  0.44
16 H -0.7444 -0.8609 0.9871  0.38
17 H -0.7268 -3.0806 -1.2432  0.32
18 O -0.5671 -2.2716 -0.6977  -0.35

* spin multiplicity: 2
* net charge: +1
* ΔE to the lowest compared entry with this formula, charge and spin: 155.0 kcal/mol
* frontier orbital gap (alpha / beta): 8.23 / 6.91 eV

=====

No. 5
# C3H5PS

The molecule C3H5PS in a non-equilibrium geometry (ωB97M-V/def2-TZVPD, OMol25).

Last column: Mulliken charge in e.
Positions of all 10 atoms, in Å:
1 C -0.1549 -0.5722 -2.1562  -0.59
2 C -0.0799 -0.2972 0.7326  0.40
3 C 0.2389 0.8022 1.5593  -1.14
4 P -0.7631 -1.7358 0.8250  -0.19
5 S 0.7147 0.3400 -1.0603  -0.08
6 H -0.2979 -1.6428 -1.9613  0.28
7 H -0.6105 -0.1546 -3.0849  0.28
8 H 0.1097 0.5437 2.5656  0.38
9 H 1.2548 1.1550 1.2841  0.29
10 H -0.4119 1.5618 1.2961  0.36

* spin multiplicity: 1
* net charge: 0
* ΔE to the lowest compared entry with this formula, charge and spin: 80.7 kcal/mol
* frontier orbital gap (alpha / beta): 7.82 / 6.14 eV

=====

No. 6
# C6H8

C6H8 as an isolated structure (ωB97M-V/def2-TZVPD, OMol25).

Last column: Mulliken charge in e.
Positions of all 14 atoms, in Å:
1 C 1.1196 0.1709 1.5709  -1.29
2 C 0.3876 0.6878 0.3633  0.07
3 C 0.8472 0.3447 -1.0634  -0.45
4 C -0.2113 -0.3900 -0.3982  0.33
5 C -0.9838 -1.4808 -0.4921  -0.22
6 C -2.1359 -0.8454 -0.8258  -0.69
7 H 1.4340 -0.8595 1.3757  0.32
8 H 0.4563 0.1533 2.4406  0.33
9 H 1.9945 0.7846 1.7777  0.35
10 H -0.1057 1.6601 0.4459  0.36
11 H 1.7147 -0.2719 -1.2599  0.25
12 H 0.6007 1.0871 -1.8243  0.25
13 H -2.1547 0.2483 -0.7587  0.10
14 H -2.9631 -1.2893 -1.3516  0.29

* spin multiplicity: 1
* net charge: 0
* ΔE to the lowest compared entry with this formula, charge and spin: 111.4 kcal/mol
* frontier orbital gap: 8.51 eV